The following is a quantum chemistry calculation of an isolated molecule of C4H4N2, from OMol25.

Summary:
- electronic energy (Eh) = -264.1888
- structure (SMILES) = C#C[C@H](N)C#N
- largest force on an atom (eV/A) = 2.7
- orbital gap (eV) = 9.9
- energy above the lowest of the compared OMol25 structures with the same formula, charge and spin (kJ/mol) = 361.3

Bonds (Å) are listed after each position.
Positions of all 10 atoms, in Å:
1 N -0.818 -1.017 -0.340  C2 1.541, H7 1.004, H8 1.028
2 C -0.541 0.264 0.470  N1 1.541, C3 1.422, C5 1.506, H9 1.096
3 C 0.859 0.045 0.366  C2 1.422, C4 1.205
4 C 2.027 -0.113 0.115  C3 1.205, H10 1.059
5 C -0.915 1.634 -0.032  C2 1.506, N6 1.160
6 N -1.170 2.703 -0.404  C5 1.160
7 H -0.643 -0.930 -1.325  N1 1.004
8 H -0.452 -1.910 0.013  N1 1.028
9 H -1.041 0.148 1.439  C2 1.096
10 H 2.694 -0.823 -0.302  C4 1.059

Results of the Mulliken charge analysis, in e, for atoms 1 through 5: atom 1 (N): -0.68, atom 2 (C): 0.52, atom 3 (C): -0.38, atom 4 (C): -0.19, atom 5 (C): 0.03